1.
180
Properties=species:S:1:pos:R:3:forces:R:3 method="wB97M-V/def2-TZVPD" total_charge=-1
Ba -0.5811 0.4612 0.1266 0.842 -4.066 0.974
Br 4.3450 1.5427 6.5549 -0.067 -0.020 -0.052
Br 2.9016 -6.7544 0.3889 -0.046 0.143 -0.014
Br 4.4997 -2.3970 -5.8884 -0.073 0.077 0.158
Si -2.1984 -2.9168 2.9223 -0.079 -0.383 0.482
O -0.2743 1.4050 2.7049 -0.045 0.134 0.214
O 1.9237 0.0637 2.1349 -0.191 0.083 0.052
O -1.6001 -2.0292 1.7723 0.139 0.586 -0.397
O 0.8688 2.1770 -0.1065 1.538 1.721 -0.287
O -2.4986 1.5677 -0.1278 -2.093 1.328 -0.226
N 1.4923 -2.3543 -0.1851 0.144 0.275 -0.242
N -1.4832 3.2070 4.1161 0.057 -0.243 -0.073
N 3.0711 -0.7029 -1.8030 -0.026 -0.076 0.282
N -1.3846 -1.8482 -2.0649 -0.130 -0.040 0.006
N -0.6704 1.1152 -2.6088 -0.143 0.294 -0.514
N -0.5681 4.0509 5.9515 0.035 -0.073 0.033
C -5.8810 0.7008 -5.5426 -0.015 0.012 0.092
C -5.6996 0.8648 -1.7093 -0.038 -0.073 -0.080
C -3.9825 -0.1368 6.3051 -0.008 0.008 0.006
C 0.3932 -5.5136 5.1164 0.048 -0.013 -0.009
C -4.4926 -1.4203 6.1809 -0.018 0.021 0.054
C -1.7813 2.0787 -2.7768 -0.050 -0.177 0.064
C 1.2349 -3.2750 5.2358 0.059 0.008 0.011
C -5.2867 1.1787 0.7676 0.045 -0.035 0.051
C 2.8768 1.5309 5.3447 0.058 0.076 0.151
C 0.9880 3.2514 -0.8322 0.134 0.425 -0.298
C -3.0149 -1.8664 4.3003 -0.037 -0.014 -0.232
C -0.4328 7.7245 -2.6581 0.046 -0.036 -0.043
C 1.3336 4.5405 -0.3221 0.051 0.033 0.206
C 0.2065 -2.8544 4.4069 0.037 0.074 -0.018
C -1.7618 4.7209 5.7842 -0.185 -0.043 -0.283
C -2.5454 -2.3176 -1.3120 0.074 -0.061 -0.002
C 0.9488 -3.1212 0.7544 0.087 -0.021 0.198
C -4.5427 -3.5402 1.5229 0.144 -0.012 0.013
C 2.4362 -2.8732 -0.9748 -0.211 -0.388 0.213
C 1.7826 2.3097 5.6075 -0.048 0.002 -0.058
C 2.5857 6.0806 1.2684 -0.133 -0.026 0.024
C -3.5900 6.1953 6.0143 0.039 0.008 0.034
C 0.7025 2.2921 4.7139 0.056 -0.123 -0.102
C 0.6121 1.8157 -2.8632 -0.012 0.160 0.213
C -6.4178 0.5536 -4.1167 -0.060 -0.059 -0.040
C 0.8379 5.5786 -2.4977 -0.069 -0.067 -0.079
C -0.7681 -3.7350 3.9222 -0.152 -0.062 -0.115
C 1.9770 7.6444 -3.3436 -0.075 -0.036 0.007
C -3.4023 -4.2678 2.2516 -0.150 -0.028 0.086
C -7.6767 1.4237 -3.9855 0.075 -0.049 -0.009
C 0.6570 6.8583 -3.3087 0.030 0.054 -0.002
C 1.8014 4.7656 1.1253 -0.049 -0.006 0.044
C 2.3107 -4.9609 0.1572 0.011 -0.163 0.041
C -6.7913 0.9182 0.8881 0.067 0.053 0.014
C 1.3196 -4.6096 5.6127 0.000 -0.042 -0.010
C 0.5668 4.8166 2.0358 0.050 -0.107 -0.080
C -5.0120 2.5901 1.3150 0.033 -0.138 -0.013
C 0.7625 3.1735 -2.2300 0.138 -0.226 0.006
C -4.0058 -2.2699 5.1960 -0.004 -0.116 0.003
C -4.5786 0.1318 1.6384 -0.058 0.037 -0.123
C 2.9570 0.7455 4.2008 -0.014 -0.024 0.062
C 3.5785 0.0991 -2.7280 0.075 0.006 -0.048
C -4.8082 1.1327 -0.6849 0.162 -0.003 0.150
C 1.9053 0.7355 3.3028 0.049 -0.011 0.073
C -4.1028 1.3717 -3.3777 -0.098 -0.002 0.015
C 2.9879 -2.0086 -2.0520 0.128 0.226 -0.191
C -4.0513 -5.2079 3.2800 0.086 0.117 -0.018
C -2.5209 -0.5673 4.4460 -0.068 0.091 -0.061
C 1.1785 5.6451 -1.1473 0.119 0.007 -0.027
C 2.8838 -4.1853 -0.8355 0.018 0.177 -0.071
C 1.3259 -4.4445 0.9707 0.074 -0.047 -0.062
C 3.3937 -2.5540 -3.2715 -0.053 -0.012 0.104
C 0.7419 1.4865 3.5708 0.089 0.038 0.265
C -3.4461 1.4334 -1.0151 -0.575 0.001 -0.491
C 4.0261 -0.3424 -3.9654 0.012 -0.051 0.027
C -0.4505 3.1548 4.9232 -0.201 0.194 0.026
C -2.6368 -5.1225 1.2317 0.114 0.127 0.047
C -6.7997 -0.9221 -3.9102 0.003 0.093 -0.025
C 0.6914 4.3062 -3.0281 0.001 0.066 0.045
C 3.9185 -1.6972 -4.2177 0.060 -0.067 -0.204
C -0.5683 -2.9844 -2.4564 -0.003 0.015 0.065
C 0.2323 6.5697 -4.7497 0.040 -0.011 0.067
C -0.6255 -5.0780 4.2748 0.011 -0.055 -0.030
C -2.9880 0.2873 5.4346 0.024 -0.007 0.056
C -1.7728 -1.0664 -3.2304 0.215 0.108 -0.006
C -4.1629 5.6589 4.8543 -0.057 -0.012 -0.060
C -3.5458 4.6483 4.1424 0.017 -0.014 -0.055
C -3.1498 1.5938 -2.3921 0.078 0.115 0.155
C 2.7474 3.6523 1.6033 -0.039 0.026 -0.189
C -2.3800 5.7355 6.5012 0.037 0.030 0.089
C -0.7439 0.0072 -3.5665 -0.128 -0.162 0.003
C -5.3829 0.9469 -3.0676 0.021 0.025 -0.057
C 3.1909 -0.3978 1.6896 0.146 -0.058 -0.035
C -2.3258 4.1775 4.6169 0.096 0.168 0.311
H -2.2179 -2.6479 -0.3260 -0.055 0.072 -0.001
H -6.7110 0.5788 -1.4480 0.044 0.031 -0.013
H -0.0067 3.8933 1.9410 0.049 0.072 0.042
H -7.5205 -1.2416 -4.6689 -0.006 -0.017 0.019
H 2.9898 3.7929 2.6618 -0.003 0.015 -0.013
H 3.6680 -4.5796 -1.4657 0.000 -0.022 0.015
H -7.2428 -1.0795 -2.9261 -0.001 -0.020 -0.001
H -5.1563 -2.9750 2.2302 -0.008 -0.007 -0.037
H -3.0652 -3.1445 -1.8261 -0.046 0.049 -0.026
H 0.2441 -0.4656 -3.5997 0.030 0.050 -0.020
H 3.6786 3.6812 1.0290 0.009 -0.017 0.022
H -5.1113 6.0498 4.5088 0.008 -0.009 -0.006
H 0.0873 4.1951 6.6956 0.065 -0.019 0.003
H -6.6482 0.3887 -6.2549 0.002 0.001 -0.008
H -1.8045 2.4287 -3.8232 0.028 0.056 0.023
H 1.3460 6.6246 -0.7156 0.031 -0.010 -0.036
H -7.4225 2.4786 -4.1051 -0.020 0.007 0.004
H -3.2553 -1.4993 -1.1700 0.025 0.020 0.020
H -5.4411 2.6840 2.3170 0.033 0.012 0.027
H 0.1003 7.5099 -5.2901 -0.004 0.005 -0.002
H -2.1576 -4.4980 0.4744 0.025 -0.100 0.041
H 1.7642 2.9266 6.4943 0.009 -0.009 0.008
H -7.3709 1.6597 0.3326 -0.054 -0.029 0.017
H 2.1005 -4.9417 6.2865 0.023 0.003 -0.034
H -4.7976 -4.6800 3.8740 -0.009 -0.076 -0.002
H -3.3307 -5.6547 3.9656 -0.054 -0.024 0.025
H -7.0750 0.9780 1.9411 -0.013 0.014 0.001
H -4.1034 6.9917 6.5376 0.000 -0.013 0.011
H -8.1428 1.2950 -3.0078 -0.014 0.031 -0.001
H 3.6228 1.1523 -2.4667 0.032 -0.024 -0.055
H 0.3729 -2.6531 -2.9002 -0.023 -0.002 0.002
H -4.5720 -6.0226 2.7612 0.003 -0.001 -0.009
H -1.9164 -1.7129 -4.1136 0.014 0.017 0.007
H -2.7216 -0.5920 -3.0223 -0.133 -0.033 -0.034
H 3.4817 -1.3110 2.2194 -0.026 0.028 0.004
H -4.9005 0.2252 2.6793 -0.006 -0.022 0.022
H -3.3206 -5.8099 0.7189 -0.017 -0.011 0.013
H -3.5006 0.2486 1.6036 0.078 -0.022 0.034
H -5.6159 1.7366 -5.7646 0.027 -0.012 -0.012
H -5.1898 -4.2615 1.0080 -0.017 -0.013 0.006
H -4.4130 -3.2715 5.1363 0.018 0.043 0.034
H -1.8585 -5.7227 1.7129 -0.007 0.000 -0.050
H -0.0825 5.6486 1.7533 -0.014 -0.013 -0.002
H -8.4084 1.1520 -4.7517 -0.022 0.004 0.018
H 1.9362 6.9578 1.2384 0.025 0.019 -0.023
H -0.7134 6.0250 -4.7784 0.013 -0.013 -0.029
H -4.8193 -0.8771 1.2949 0.019 0.136 0.037
H 0.4919 4.1639 -4.0846 -0.034 0.012 0.011
H -0.3469 -3.5964 -1.5821 0.051 0.007 -0.031
H 0.4590 -6.5616 5.3865 0.009 0.003 -0.010
H -0.9972 2.0253 3.0133 0.028 0.027 -0.027
H -4.3609 0.5308 7.0706 0.008 -0.004 -0.003
H -5.9116 -1.5532 -3.9824 -0.019 -0.019 -0.006
H -3.8044 1.5191 -4.4103 0.033 -0.036 0.004
H -5.2711 -1.7596 6.8552 0.006 -0.016 -0.014
H -1.7702 -0.2215 3.7436 0.030 -0.008 0.009
H -3.9379 2.7705 1.3575 0.006 0.031 0.010
H -1.3758 7.1761 -2.6202 -0.011 0.020 0.008
H -0.5860 8.6449 -3.2293 0.002 0.004 0.005
H 0.7525 1.9346 -3.9504 -0.001 -0.047 -0.007
H -5.4657 3.3437 0.6667 -0.023 0.024 0.026
H 0.9887 5.9833 -5.2754 -0.024 -0.005 -0.023
H -1.3143 -5.8189 3.8858 -0.026 0.036 0.064
H -4.1559 -2.8372 0.7856 -0.025 -0.027 -0.016
H -0.1624 7.9975 -1.6375 -0.016 0.012 0.007
H 3.0793 -0.5952 0.6329 -0.023 -0.044 -0.138
H 3.1050 6.0907 2.2297 -0.036 0.006 0.021
H 2.2864 7.9314 -2.3375 0.028 0.011 -0.012
H 2.7687 7.0301 -3.7771 0.015 0.021 -0.006
H -7.0542 -0.0807 0.5323 -0.030 0.019 -0.002
H -5.0008 0.0732 -5.6957 0.012 0.026 -0.035
H -1.9356 6.1517 7.3967 -0.017 0.009 -0.009
H -1.0918 -3.6186 -3.1930 -0.023 0.008 0.008
H 4.4374 0.3397 -4.6946 -0.014 0.015 0.004
H -3.9764 4.2312 3.2431 -0.031 0.009 -0.001
H 3.3302 6.1718 0.4752 0.040 0.029 0.032
H 3.9545 0.3721 1.8321 -0.053 0.017 0.012
H 3.2815 -3.6091 -3.4752 0.008 0.005 -0.021
H 1.4016 1.1654 -2.4807 -0.096 -0.047 -0.081
H 1.9699 -2.5635 5.5962 -0.026 0.020 0.006
H -2.5890 1.2900 5.5199 0.008 0.033 -0.023
H 0.1482 -2.6748 1.3500 -0.021 0.016 -0.039
H 3.8406 0.1499 4.0309 -0.018 0.009 -0.053
H 0.1516 -1.8072 4.1228 -0.011 0.019 0.039
H 0.8615 -5.0242 1.7569 -0.005 0.007 0.015
H 0.8632 4.9491 3.0827 -0.022 -0.014 0.003
H 1.8713 8.5527 -3.9441 0.005 0.011 0.018
H -1.5446 2.9261 -2.1340 0.022 0.059 -0.064
H -0.9495 0.3941 -4.5809 0.041 0.033 0.013
H 2.2883 2.6820 1.4584 -0.014 -0.121 0.004

***

2.
61
Properties=species:S:1:pos:R:3:forces:R:3 method="wB97M-V/def2-TZVPD" total_charge=+1
Br -1.9667 -1.1585 -2.5991 0.007 -0.002 -0.002
Br -4.6124 0.4243 -1.7356 -0.010 0.006 -0.004
Ca -1.2468 0.3248 0.2673 -0.135 -0.153 -0.152
P 1.4755 -0.5237 -0.6565 0.036 -0.006 -0.007
O -1.2975 1.9496 -1.3988 0.046 0.030 -0.015
O -0.2561 2.4041 0.4988 0.012 0.037 0.059
N 3.8172 0.6819 -1.5060 0.000 0.001 -0.002
N 4.0689 -1.4257 -0.2852 -0.004 -0.003 -0.001
N -3.2569 0.5877 1.7008 -0.035 0.036 0.028
N 3.2354 -1.4335 -2.5893 -0.004 -0.006 0.003
N -0.7353 -0.1267 2.7186 0.025 0.041 0.018
N -2.1262 -1.9344 0.9197 0.014 -0.065 0.036
N 0.5311 3.4541 -2.7852 0.004 0.002 0.000
C -0.4828 2.6470 -0.7200 0.023 0.073 -0.019
C 4.5805 -0.0736 -0.5177 0.004 -0.002 -0.005
C 2.7630 -1.3974 0.3634 0.018 -0.007 -0.005
C 1.8159 -1.4081 -2.2570 0.001 0.007 -0.010
C 3.7733 -0.0816 -2.7512 0.003 0.000 0.002
C -3.5338 -1.8678 1.3460 -0.006 0.012 -0.002
C -1.5452 0.8255 3.5152 -0.003 0.008 0.004
C -3.1980 0.2728 -3.0288 0.025 -0.006 0.008
C -0.9187 -1.5491 3.0854 -0.001 0.008 0.006
C -3.8609 -0.6520 2.2166 0.013 -0.009 -0.004
C 0.2380 3.7898 -1.3980 -0.014 0.003 0.000
C 4.0150 -2.1290 -1.5673 -0.001 0.005 -0.002
C 2.4759 0.9998 -1.0293 0.000 0.016 0.008
C -1.1572 -2.4664 1.8893 -0.002 0.000 -0.014
C -2.6976 1.4783 2.7318 0.007 0.006 0.004
H 3.1715 0.4602 -3.4823 0.000 0.001 0.000
H -3.8406 -2.7766 1.8777 0.000 0.001 0.004
H 3.5986 -3.1265 -1.4131 -0.001 0.001 0.001
H -1.4539 -3.4527 2.2666 0.000 0.003 0.010
H -4.9480 -0.5660 2.2883 -0.001 -0.003 -0.003
H -3.4560 1.8090 3.4497 0.009 0.011 0.004
H 1.4394 -2.4332 -2.1972 0.000 0.000 0.005
H 2.4388 -2.4232 0.5617 -0.005 0.002 -0.003
H -3.5124 -0.8077 3.2350 -0.002 0.000 0.002
H -4.1277 -1.8124 0.4319 0.004 -0.001 0.003
H 1.9506 1.5934 -1.7840 -0.003 -0.006 0.001
H 1.2639 -0.9047 -3.0543 0.000 0.000 -0.001
H -0.9031 1.6289 3.8749 -0.002 0.000 0.005
H 4.7918 -0.1688 -3.1332 0.000 -0.001 0.000
H -3.9437 1.1072 1.1656 -0.010 -0.005 0.019
H 4.5891 0.4740 0.4265 0.001 0.001 0.001
H 0.2395 0.1171 2.8384 -0.003 -0.001 0.016
H 1.1630 3.9770 -0.8550 0.000 -0.004 0.003
H -0.3262 3.2201 -3.2703 0.000 -0.005 0.003
H -2.3258 2.3656 2.2160 0.004 -0.005 -0.005
H -3.6379 0.0425 -3.9895 -0.001 0.006 0.000
H -1.9290 0.3204 4.4040 0.000 -0.003 -0.002
H -0.3993 4.6760 -1.2665 0.003 0.000 -0.001
H 0.9510 4.2426 -3.2607 -0.002 0.000 -0.001
H 5.0366 -2.2352 -1.9353 0.001 0.002 -0.001
H -2.6238 1.1895 -3.0068 -0.002 0.005 0.003
H 5.6076 -0.1617 -0.8758 0.000 0.000 0.002
H 2.8547 -0.8936 1.3301 -0.001 -0.002 0.000
H -2.0904 -2.5267 0.0975 -0.012 -0.016 0.010
H -0.0460 -1.9245 3.6246 0.002 0.000 -0.005
H 2.5381 1.6060 -0.1220 0.001 0.005 -0.003
H -0.2168 -2.5986 1.3468 -0.004 -0.008 0.001
H -1.7511 -1.6291 3.7826 0.000 -0.005 0.001

***

| no. | energy (eV) | E_HOMO (eV) |
| --- | --- | --- |
| 1 | -316085.8101 | -4.8 |
| 2 | -198427.4516 | -10.7 |